Formula: C50H32BrO7P
Source: the Open Molecules 2025 dataset
Level of theory: wB97M-V/def2-TZVPD

- ΔE to the lowest compared entry with this formula, charge and spin: 0.0 kcal per mole
- E_LUMO: -1.09 eV
- SMILES: O=C1c2ccccc2C(=O)c2ccccc21.O=C1c2ccccc2C(=O)c2ccccc21.O=C1c2ccccc2C(=O)c2ccccc21.O=C(CPBr)c1ccccc1
- 2S+1: 1
- Max |F|: 0.0472 hartree/bohr
- Molar mass: 855.68 g/mol
- HOMO level: -9.11 eV

Cartesian coordinates (Å):
O: 0.59 0.29 2.58
C: 0.47 0.83 1.51
C: 1.67 1.02 0.49
P: 2.25 2.80 0.67
Br: 1.03 4.09 -0.75
C: -0.90 1.45 1.03
C: -1.32 2.78 1.46
C: -2.57 3.29 0.94
C: -3.35 2.46 0.02
C: -2.93 1.13 -0.40
C: -1.68 0.61 0.12
H: 1.22 0.92 -0.54
H: 2.46 0.26 0.62
H: 1.83 3.23 1.97
H: -0.64 3.33 2.15
H: -2.91 4.32 1.22
H: -4.30 2.87 -0.37
H: -3.50 0.50 -1.12
H: -1.28 -0.39 -0.16
C: 2.48 11.77 5.55
C: 1.31 11.07 5.82
C: 1.03 9.90 5.11
C: 1.91 9.45 4.14
C: 3.07 10.17 3.85
C: 3.36 11.33 4.57
C: 3.99 9.73 2.78
O: 5.01 10.36 2.54
C: 3.66 8.51 2.00
C: 4.48 8.11 0.96
C: 4.18 6.97 0.23
C: 3.06 6.21 0.56
C: 2.23 6.61 1.60
C: 2.52 7.76 2.32
C: 1.61 8.19 3.40
O: 0.63 7.53 3.69
H: 2.70 12.68 6.11
H: 0.62 11.42 6.57
H: 0.12 9.35 5.33
H: 4.26 11.89 4.37
H: 5.36 8.70 0.70
H: 4.82 6.66 -0.59
H: 2.82 5.31 0.00
H: 1.36 6.01 1.85
C: 3.32 -4.49 -6.88
C: 4.04 -3.32 -6.65
C: 4.05 -2.74 -5.38
C: 3.31 -3.32 -4.35
C: 2.57 -4.48 -4.59
C: 2.58 -5.06 -5.86
C: 1.74 -5.08 -3.52
O: 1.09 -6.09 -3.72
C: 1.71 -4.42 -2.18
C: 0.90 -4.94 -1.18
C: 0.88 -4.35 0.07
C: 1.67 -3.23 0.33
C: 2.48 -2.71 -0.67
C: 2.50 -3.30 -1.93
C: 3.34 -2.71 -3.00
O: 4.03 -1.73 -2.78
H: 3.32 -4.94 -7.86
H: 4.61 -2.86 -7.45
H: 4.62 -1.84 -5.21
H: 2.01 -5.97 -6.04
H: 0.28 -5.81 -1.37
H: 0.24 -4.75 0.85
H: 1.66 -2.77 1.31
H: 3.10 -1.84 -0.46
C: -2.52 -8.06 -2.96
C: -3.79 -8.31 -3.48
C: -4.92 -7.90 -2.80
C: -4.80 -7.24 -1.58
C: -3.53 -7.01 -1.04
C: -2.39 -7.41 -1.74
C: -3.38 -6.35 0.28
O: -2.27 -6.15 0.75
C: -4.60 -5.96 1.03
C: -4.48 -5.39 2.30
C: -5.61 -5.01 3.00
C: -6.87 -5.18 2.43
C: -7.00 -5.75 1.17
C: -5.86 -6.15 0.47
C: -6.01 -6.79 -0.86
O: -7.11 -6.94 -1.35
H: -1.64 -8.38 -3.50
H: -3.89 -8.83 -4.43
H: -5.90 -8.09 -3.21
H: -1.41 -7.22 -1.33
H: -3.50 -5.26 2.74
H: -5.52 -4.58 3.98
H: -7.76 -4.88 2.98
H: -7.98 -5.88 0.74

Formula: C28H25ClSiTb
Source: the Open Molecules 2025 dataset
Level of theory: wB97M-V/def2-TZVPD

- E_LUMO (alpha / beta): 2.25 / 2.02 eV
- Charge: -1
- 2S+1: 7
- Max |F|: 0.3846 hartree/bohr
- Molar mass: 583.97 g/mol
- HOMO level (alpha / beta): -2.24 / -2.74 eV

Cartesian coordinates (Å):
C: 0.87 -2.01 0.87
C: 0.94 -2.04 -0.54
C: -0.38 -2.04 -1.04
H: 1.84 -2.08 -1.13
C: -1.26 -1.96 0.07
C: -0.48 -1.95 1.24
H: -0.86 -1.85 2.25
H: 1.71 -1.95 1.54
H: -0.67 -2.02 -2.07
H: -2.34 -1.90 0.02
Tb: 0.00 0.00 0.00
Cl: 0.70 1.23 1.72
C: 0.11 2.91 -4.73
C: -1.11 2.28 -5.07
C: -0.80 1.06 -5.71
H: -2.10 2.66 -4.87
C: 0.60 0.94 -5.76
C: 1.16 2.08 -5.16
H: 2.22 2.29 -5.04
H: 0.21 3.87 -4.22
H: -1.52 0.34 -6.09
H: 1.15 0.11 -6.20
C: -1.05 5.11 4.87
C: 0.09 4.92 4.09
C: 0.39 3.65 3.60
C: -0.45 2.55 3.86
C: -1.59 2.76 4.66
C: -1.89 4.03 5.16
Si: 0.01 0.78 3.16
C: 1.60 0.26 4.15
C: 2.76 -0.21 3.49
C: 3.89 -0.59 4.21
C: 3.90 -0.50 5.60
C: 2.77 -0.02 6.27
C: 1.63 0.36 5.55
C: -1.41 -0.24 3.84
C: -1.23 -1.23 4.83
C: -2.31 -1.98 5.28
C: -3.59 -1.76 4.76
C: -3.78 -0.79 3.77
C: -2.70 -0.03 3.31
H: -1.29 6.10 5.26
H: 0.74 5.76 3.88
H: 1.29 3.54 3.00
H: -2.26 1.96 4.92
H: -2.77 4.18 5.77
H: 2.80 -0.28 2.41
H: 4.77 -0.95 3.68
H: 4.78 -0.80 6.15
H: 2.78 0.05 7.35
H: 0.76 0.73 6.09
H: -0.25 -1.43 5.24
H: -2.16 -2.74 6.04
H: -4.43 -2.35 5.11
H: -4.77 -0.62 3.36
H: -2.86 0.71 2.55

Formula: C17H23NO
Source: the Open Molecules 2025 dataset
Level of theory: wB97M-V/def2-TZVPD

- ΔE to the lowest compared entry with this formula, charge and spin: 9.0 kcal per mole
- E_LUMO: 0.32 eV
- SMILES: CC(C)[C@@H]1CC[C@H](C)/C(=C\c2ccc(N)cc2)C1=O
- 2S+1: 1
- Max |F|: 0.0180 hartree/bohr
- Molar mass: 257.38 g/mol
- HOMO level: -7.69 eV

Cartesian coordinates (Å):
C: -0.33 -1.87 0.95
H: -0.43 -2.95 0.90
H: -1.23 -1.46 1.41
H: 0.50 -1.63 1.61
C: -0.11 -1.29 -0.45
C: -0.05 0.21 -0.42
C: 1.07 0.96 -0.28
C: 2.46 0.64 -0.12
C: 3.39 1.64 -0.44
C: 4.75 1.43 -0.37
C: 5.25 0.20 0.05
C: 4.34 -0.80 0.41
C: 2.98 -0.59 0.32
H: 2.33 -1.38 0.63
H: 4.71 -1.75 0.75
N: 6.60 -0.04 0.07
H: 7.21 0.76 0.06
H: 6.93 -0.83 0.61
H: 5.44 2.22 -0.63
H: 3.02 2.60 -0.77
H: 0.89 2.03 -0.37
C: -1.29 0.97 -0.70
O: -1.26 2.15 -0.96
C: -2.64 0.26 -0.67
C: -2.58 -1.25 -0.96
C: -1.21 -1.71 -1.43
H: -1.20 -2.79 -1.54
H: -0.98 -1.27 -2.40
H: -2.84 -1.81 -0.06
H: -3.32 -1.50 -1.72
C: -3.37 0.55 0.67
C: -3.35 2.03 1.04
H: -3.74 2.63 0.23
H: -2.34 2.37 1.25
H: -3.96 2.19 1.93
C: -4.83 0.09 0.57
H: -5.33 0.25 1.52
H: -4.90 -0.97 0.32
H: -5.35 0.65 -0.20
H: -2.87 -0.01 1.46
H: -3.22 0.76 -1.45
H: 0.84 -1.67 -0.83

Formula: C51H90O21
Source: the Open Molecules 2025 dataset
Level of theory: wB97M-V/def2-TZVPD

- E_LUMO: 0.34 eV
- 2S+1: 1
- Max |F|: 0.0529 hartree/bohr
- Molar mass: 1039.26 g/mol
- HOMO level: -9.30 eV

Cartesian coordinates (Å):
C: 7.91 -1.53 -4.79
O: 7.65 -2.13 -3.51
C: 7.97 -3.41 -3.42
O: 8.62 -4.03 -4.22
O: 7.42 -3.89 -2.32
C: 7.64 -5.22 -1.88
H: 7.36 -2.07 -5.56
H: 8.98 -1.54 -4.97
H: 7.51 -0.52 -4.70
H: 7.28 -6.00 -2.56
H: 6.92 -5.31 -1.06
H: 8.63 -5.43 -1.51
C: 13.43 -12.14 -3.76
C: 14.07 -13.51 -3.97
C: 12.90 -14.36 -4.46
O: 11.79 -13.45 -4.65
C: 12.33 -12.14 -4.82
H: 14.16 -11.33 -3.90
H: 13.03 -12.02 -2.75
H: 14.58 -13.86 -3.07
H: 14.87 -13.44 -4.70
H: 12.62 -15.10 -3.72
H: 13.01 -14.83 -5.44
H: 11.53 -11.41 -4.67
H: 12.62 -11.97 -5.86
C: 4.73 -12.23 -4.68
C: 4.89 -13.50 -3.84
C: 5.02 -12.91 -2.40
O: 4.58 -11.57 -2.53
C: 3.94 -11.30 -3.79
H: 4.23 -12.48 -5.62
H: 5.67 -11.84 -5.07
H: 5.75 -14.11 -4.11
H: 3.99 -14.10 -4.00
H: 6.08 -12.92 -2.16
H: 4.43 -13.53 -1.72
H: 4.01 -10.25 -4.03
H: 2.93 -11.69 -3.63
C: 12.13 -8.11 -0.81
C: 11.39 -8.29 -2.11
C: 11.52 -6.93 -2.77
O: 12.86 -6.55 -2.37
C: 13.38 -7.40 -1.35
H: 12.27 -8.99 -0.18
H: 11.59 -7.46 -0.11
H: 10.31 -8.48 -1.99
H: 11.77 -9.17 -2.64
H: 10.74 -6.30 -2.34
H: 11.46 -7.14 -3.84
H: 13.80 -6.81 -0.54
H: 14.05 -8.11 -1.85
C: 6.70 -14.29 -7.33
C: 7.70 -15.22 -6.64
C: 8.71 -14.26 -5.97
O: 8.20 -12.94 -6.11
C: 7.31 -12.88 -7.23
H: 5.77 -14.28 -6.75
H: 6.46 -14.59 -8.35
H: 8.10 -15.98 -7.31
H: 7.22 -15.79 -5.85
H: 9.72 -14.30 -6.41
H: 8.84 -14.46 -4.91
H: 7.98 -12.75 -8.09
H: 6.56 -12.11 -7.11
C: 9.62 -11.56 -0.65
C: 10.54 -12.77 -0.79
C: 9.94 -13.36 -2.04
O: 8.52 -13.26 -1.83
C: 8.23 -12.17 -0.95
H: 9.92 -10.79 -1.36
H: 9.66 -11.09 0.33
H: 10.40 -13.44 0.06
H: 11.57 -12.46 -0.93
H: 10.20 -14.40 -2.20
H: 10.15 -12.77 -2.93
H: 7.74 -12.50 -0.04
H: 7.59 -11.43 -1.43
C: 12.45 -8.51 -6.39
C: 12.62 -9.31 -7.68
C: 14.10 -9.79 -7.54
O: 14.30 -9.92 -6.14
C: 13.63 -8.85 -5.48
H: 11.49 -8.70 -5.89
H: 12.46 -7.44 -6.59
H: 12.55 -8.68 -8.56
H: 11.89 -10.11 -7.75
H: 14.87 -9.10 -7.90
H: 14.23 -10.77 -8.00
H: 14.23 -7.94 -5.35
H: 13.34 -9.13 -4.47
O: 6.40 -10.89 -9.50
C: 7.18 -9.98 -9.44
O: 8.50 -10.11 -9.30
C: 9.18 -8.86 -9.28
C: 8.10 -7.80 -8.93
C: 6.83 -8.49 -9.38
H: 9.61 -8.65 -10.26
H: 9.96 -8.86 -8.53
H: 8.30 -6.83 -9.38
H: 8.16 -7.69 -7.84
H: 6.55 -8.13 -10.37
H: 6.01 -8.30 -8.69
O: 1.97 -6.45 -2.67
C: 2.65 -7.28 -2.13
O: 3.97 -7.19 -2.09
C: 4.61 -8.26 -1.40
C: 3.47 -9.04 -0.74
C: 2.21 -8.59 -1.49
H: 5.32 -7.81 -0.71
H: 5.18 -8.92 -2.06
H: 3.32 -8.73 0.30
H: 3.61 -10.12 -0.80
H: 1.29 -8.53 -0.91
H: 1.99 -9.27 -2.31
O: 6.06 -7.20 -6.37
C: 6.00 -6.02 -6.27
O: 5.95 -5.23 -7.39
C: 5.66 -3.87 -7.06
C: 5.96 -3.77 -5.57
C: 5.71 -5.17 -5.03
H: 4.60 -3.69 -7.22
H: 6.32 -3.21 -7.62
H: 5.32 -3.03 -5.08
H: 6.97 -3.41 -5.33
H: 4.69 -5.40 -4.72
H: 6.37 -5.36 -4.19
O: 11.87 -2.51 -5.65
C: 11.04 -3.27 -6.05
O: 11.08 -4.60 -5.86
C: 10.01 -5.25 -6.54
C: 9.54 -4.24 -7.59
C: 9.83 -2.92 -6.90
H: 9.20 -5.51 -5.85
H: 10.30 -6.21 -6.98
H: 8.48 -4.45 -7.77
H: 10.02 -4.33 -8.56
H: 9.01 -2.65 -6.24
H: 10.12 -2.19 -7.65
O: 7.54 -8.93 0.15
C: 8.25 -8.24 0.82
O: 8.92 -7.20 0.31
C: 9.50 -6.42 1.39
C: 9.70 -7.44 2.50
C: 8.58 -8.44 2.28
H: 8.79 -5.63 1.65
H: 10.43 -5.96 1.05
H: 9.75 -6.97 3.49
H: 10.69 -7.87 2.34
H: 7.64 -8.21 2.80
H: 8.91 -9.41 2.62
O: 8.24 -7.05 -4.13
C: 8.34 -8.23 -4.31
O: 8.88 -8.74 -5.43
C: 8.84 -10.21 -5.39
C: 8.60 -10.50 -3.92
C: 7.70 -9.36 -3.49
H: 9.85 -10.47 -5.70
H: 8.07 -10.67 -6.00
H: 9.58 -10.47 -3.44
H: 8.23 -11.51 -3.77
H: 7.67 -9.14 -2.42
H: 6.66 -9.42 -3.80